The following is a quantum chemistry calculation of a structure of composition C50H36F6NO5P2PtS3Te4, from OMol25.

Total charge ... +1
ΔE to the lowest compared entry with this formula, charge and spin ... 33.8 kJ/mol
2S+1 ... 5
HOMO level (alpha / beta) ... -9.42 / -10.20 eV
<S²> ... 6.03
Lowest unoccupied orbital energy (alpha / beta) ... -0.119 / -0.165 Eh

Structure (XYZ):
```
108
Properties=species:S:1:pos:R:3:forces:R:3
Pt -1.072338 -0.343327 -1.403320 0.548 0.530 0.792
O 2.019909 -0.457401 -2.497521 0.042 -0.061 -0.436
S 1.469098 -0.293617 -1.124285 1.064 0.213 -0.119
C 2.196170 -1.575780 -0.134778 -0.319 -0.081 -0.066
C 3.287800 -2.224386 -0.661396 -0.095 0.131 -0.184
C 4.073292 -3.108862 0.098313 0.086 -0.029 0.248
C 3.753149 -3.276555 1.418760 0.061 0.154 -0.139
C 4.399914 -4.096073 2.501845 0.035 -0.102 0.006
C 3.558929 -3.815615 3.773266 0.053 0.029 0.092
C 2.445235 -2.917967 3.308755 -0.137 0.090 -0.138
C 1.373031 -2.373805 3.964520 0.107 -0.144 0.085
C 0.437674 -1.645270 3.215706 0.050 0.131 -0.127
C 0.564401 -1.388096 1.858357 -0.075 0.004 -0.109
P -0.942028 -0.674424 1.089861 -0.247 0.044 0.175
C -1.069763 0.817829 2.145822 -0.045 0.032 -0.077
C 0.075717 1.614450 2.208457 -0.076 -0.046 -0.045
C 0.115867 2.733519 3.020286 0.020 0.009 -0.026
C -0.994759 3.074850 3.781902 0.036 0.012 0.035
C -2.136380 2.292713 3.720679 -0.006 0.023 0.060
C -2.178022 1.168006 2.907605 0.014 -0.084 -0.054
C -2.256038 -1.818489 1.602224 -0.094 0.077 -0.107
C -1.992873 -3.131349 1.979488 0.028 0.049 -0.002
C -3.036974 -4.010704 2.223754 -0.044 -0.001 -0.081
C -4.350403 -3.593649 2.082115 0.030 -0.048 0.094
C -4.623923 -2.287752 1.704094 -0.084 0.090 -0.023
C -3.584677 -1.407925 1.451218 0.077 0.027 0.010
C 1.741347 -1.822468 1.188936 0.047 -0.110 0.224
C 2.613837 -2.631900 1.943641 0.005 0.132 -0.046
C 2.367201 1.162277 -0.497087 -0.372 -0.331 0.160
C 3.643051 0.944419 -0.029488 -0.055 -0.061 0.046
C 4.509295 1.977003 0.362465 0.032 0.113 -0.001
C 4.065198 3.261534 0.246535 -0.024 -0.138 -0.035
C 4.750395 4.567583 0.534874 0.075 0.031 0.015
C 3.725458 5.650555 0.122716 0.043 0.109 0.033
C 2.526930 4.882049 -0.357834 -0.146 -0.139 -0.033
C 1.336391 5.307134 -0.875678 0.154 0.170 0.047
C 0.392515 4.337251 -1.227124 0.081 -0.187 0.016
C 0.588076 2.969142 -1.089051 -0.214 0.086 0.101
P -0.889013 2.044341 -1.644229 -0.140 -0.334 -0.167
C -0.837236 2.564329 -3.390383 -0.073 -0.070 -0.001
C 0.341793 2.236473 -4.076389 -0.068 0.281 0.010
C 0.478905 2.551800 -5.419496 0.069 -0.113 0.087
C -0.564051 3.167626 -6.097660 -0.059 0.043 -0.044
C -1.719353 3.510823 -5.417157 -0.007 0.000 0.012
C -1.855164 3.221527 -4.063173 0.013 -0.028 -0.008
C -2.290686 2.841009 -0.812380 0.087 -0.025 0.060
C -3.581456 2.655530 -1.310360 0.006 0.065 -0.009
C -4.667064 3.200150 -0.643396 -0.070 -0.050 -0.024
C -4.482388 3.919494 0.528205 0.045 0.034 0.023
C -3.204339 4.077954 1.043250 -0.055 0.009 0.009
C -2.113592 3.533236 0.385625 -0.040 0.025 -0.131
C 1.846567 2.487794 -0.622868 0.045 0.203 0.028
C 2.766039 3.498974 -0.249035 -0.029 -0.086 -0.036
H 3.560309 -2.004219 -1.686401 -0.003 -0.003 -0.004
H 4.927445 -3.598150 -0.349763 -0.025 -0.026 -0.042
H 5.447942 -3.826089 2.635602 -0.004 -0.013 -0.016
H 4.375524 -5.153920 2.233692 0.018 0.000 0.008
H 4.152031 -3.313620 4.539666 -0.004 -0.047 0.027
H 3.165360 -4.730726 4.216630 0.019 0.008 0.008
H 1.212665 -2.532075 5.022719 -0.039 -0.004 0.009
H -0.447185 -1.282519 3.725519 -0.020 -0.027 0.016
H 0.950688 1.336138 1.634303 0.055 0.025 0.071
H 1.016441 3.333087 3.066595 0.009 -0.002 0.004
H -0.955741 3.936865 4.434601 -0.040 0.021 -0.004
H -3.001674 2.548486 4.318018 -0.005 -0.001 0.013
H -3.068037 0.555209 2.894319 0.000 0.029 0.046
H -0.975511 -3.480068 2.077694 0.018 -0.061 -0.069
H -2.816730 -5.031759 2.499164 0.023 -0.039 -0.011
H -5.159071 -4.287809 2.266581 -0.022 0.010 -0.005
H -5.647377 -1.951507 1.599570 -0.012 -0.014 -0.013
H -3.805953 -0.388301 1.148935 -0.034 -0.009 -0.045
H 4.013803 -0.067074 0.032922 -0.007 -0.017 0.052
H 5.500141 1.738302 0.724321 0.013 -0.007 0.001
H 5.678314 4.648414 -0.032397 0.004 0.001 0.016
H 5.017524 4.639208 1.590269 0.007 0.005 -0.013
H 4.110483 6.298898 -0.665411 0.005 0.001 0.014
H 3.461504 6.295425 0.962040 -0.011 0.019 -0.022
H 1.118900 6.356850 -1.020851 -0.043 0.010 0.012
H -0.549941 4.681072 -1.634850 -0.017 0.026 0.011
H 1.180924 1.808157 -3.537846 0.009 -0.110 -0.045
H 1.401038 2.314862 -5.933768 0.001 -0.012 -0.007
H -0.466094 3.387858 -7.151979 -0.007 0.030 -0.005
H -2.535044 3.996425 -5.935475 0.020 0.048 -0.026
H -2.761363 3.514619 -3.552866 0.006 -0.019 0.021
H -3.751516 2.095350 -2.221040 0.054 -0.034 0.051
H -5.662202 3.054683 -1.042684 -0.015 0.027 -0.017
H -5.330325 4.358617 1.036374 -0.021 -0.023 0.014
H -3.049706 4.621625 1.965593 -0.010 0.011 -0.005
H -1.126037 3.650823 0.806489 -0.003 0.034 0.016
Te -0.264903 -0.874852 -4.024779 -0.084 0.223 0.138
Te -2.830328 -1.687135 -4.265169 -0.884 -0.039 -1.027
Te -4.213221 0.531751 -4.860673 0.050 -0.075 0.044
Te -3.786359 -1.015024 -1.847043 0.433 0.252 0.068
F -3.571457 -4.413220 -1.106967 0.266 -0.046 0.277
C -2.867340 -4.869374 -2.127808 -0.465 0.032 -0.366
F -2.809288 -6.185879 -2.100417 0.244 -0.085 0.169
F -3.548976 -4.546373 -3.243336 0.238 0.209 -0.045
S -1.136282 -4.073542 -2.216858 0.149 0.266 -0.162
O -1.153070 -2.959377 -1.281869 0.044 -0.562 0.494
O -1.048244 -3.589772 -3.589393 0.085 -0.592 -0.040
N -0.089248 -5.198509 -2.018957 -0.279 -0.368 -0.017
S -0.210964 -6.197566 -0.764803 0.268 0.548 0.426
O -0.119679 -7.563705 -1.129179 0.143 -0.173 -0.199
O -1.232875 -5.742820 0.135993 -0.083 -0.091 0.295
C 1.378249 -5.750324 0.092408 -0.059 0.474 -0.263
F 2.453169 -6.122859 -0.593648 -0.091 -0.090 -0.016
F 1.376579 -4.409082 0.177196 -0.063 -0.215 0.072
F 1.472056 -6.231415 1.329788 -0.212 -0.186 -0.106
```
Forces are in eV/Å.

Here are the Löwdin charges for atoms 1 to 5, given in e: Pt 0.190; O -0.619; S 0.808; C -0.337; C -0.056